Formula: C36H66Cl12N6
Source: OMol25
Level of theory: ωB97M-V/def2-TZVPD

Atoms and positions in Å:
C 2.208 -2.630 2.993
C 1.721 -4.061 3.171
C 2.969 -4.984 3.168
C 4.043 -4.679 4.125
N 4.868 -4.444 4.909
H 2.684 -2.245 3.895
H 1.400 -1.907 2.884
H 2.915 -2.414 2.191
H 0.979 -4.387 2.442
H 1.191 -4.135 4.121
H 3.404 -4.925 2.170
H 2.749 -6.050 3.236
C 3.902 4.130 2.471
C 4.434 3.099 3.430
C 3.438 2.102 4.059
C 2.513 1.397 3.087
N 1.850 0.850 2.339
H 3.345 4.902 3.004
H 3.312 3.760 1.633
H 4.786 4.689 2.164
H 4.968 3.671 4.188
H 5.143 2.558 2.803
H 2.737 2.584 4.741
H 3.840 1.379 4.768
C -2.935 3.550 -2.783
C -1.612 4.208 -2.480
C -0.895 4.859 -3.739
C -0.592 3.862 -4.744
N -0.299 3.090 -5.550
H -3.531 4.248 -3.372
H -3.533 3.382 -1.887
H -2.917 2.555 -3.229
H -0.925 3.599 -1.891
H -1.812 4.960 -1.718
H -0.008 5.450 -3.509
H -1.575 5.573 -4.203
C 4.163 1.334 -0.070
C 4.332 1.661 -1.530
C 4.112 3.127 -1.820
C 2.715 3.647 -1.642
N 1.571 4.025 -1.475
H 3.180 1.691 0.238
H 5.010 1.752 0.476
H 4.180 0.250 0.042
H 3.671 1.030 -2.124
H 5.371 1.427 -1.762
H 4.486 3.298 -2.830
H 4.744 3.742 -1.180
C -5.001 -4.281 0.995
C -4.360 -4.234 2.343
C -3.501 -2.952 2.600
C -4.262 -1.692 2.516
N -4.892 -0.697 2.393
H -5.433 -3.345 0.642
H -5.785 -5.031 0.891
H -4.242 -4.560 0.263
H -3.795 -5.163 2.428
H -5.158 -4.226 3.085
H -2.600 -2.928 1.986
H -3.246 -2.931 3.659
C -4.738 0.685 -1.319
C -4.739 0.182 -2.791
C -3.576 -0.855 -2.928
C -3.575 -1.489 -4.273
N -3.523 -2.036 -5.307
H -3.754 0.970 -0.947
H -5.001 -0.068 -0.575
H -5.495 1.463 -1.224
H -4.556 0.969 -3.522
H -5.701 -0.297 -2.975
H -3.762 -1.608 -2.162
H -2.585 -0.466 -2.696
Cl -1.591 -1.535 0.197
C -0.193 -0.464 0.469
C -0.152 0.712 -0.472
Cl 0.208 0.205 -2.128
H 0.725 -1.043 0.376
H -0.315 -0.111 1.493
H 0.598 1.444 -0.170
H -1.144 1.161 -0.523
Cl -2.820 4.423 0.643
C -1.206 3.994 1.179
C -0.928 4.668 2.492
Cl -1.783 3.835 3.841
H -0.554 4.273 0.351
H -1.028 2.925 1.296
H -1.112 5.742 2.474
H 0.126 4.452 2.667
Cl -2.567 -6.629 -0.487
C -1.364 -5.563 -1.246
C -1.946 -4.478 -2.074
Cl -3.017 -5.091 -3.383
H -0.710 -6.175 -1.867
H -0.786 -5.097 -0.448
H -1.179 -3.853 -2.530
H -2.558 -3.919 -1.366
Cl -1.039 -1.680 4.713
C -1.776 -0.056 4.695
C -1.231 0.806 5.829
Cl 0.507 1.186 5.547
H -2.865 -0.075 4.720
H -1.468 0.446 3.778
H -1.387 0.277 6.770
H -1.778 1.743 5.926
Cl 4.261 -2.465 -0.346
C 3.349 -1.987 -1.836
C 2.353 -3.086 -2.246
Cl 1.153 -3.331 -0.983
H 3.979 -1.758 -2.695
H 2.807 -1.067 -1.614
H 2.804 -4.054 -2.462
H 1.806 -2.764 -3.133
Cl 3.674 0.036 -4.776
C 2.194 1.001 -5.233
C 1.465 0.233 -6.287
Cl 0.546 -1.120 -5.702
H 2.482 1.985 -5.602
H 1.505 1.113 -4.396
H 2.164 -0.201 -7.003
H 0.773 0.945 -6.738

SMILES: CCCC#N.CCCC#N.CCCC#N.CCCC#N.CCCC#N.CCCC#N.ClCCCl.ClCCCl.ClCCCl.ClCCCl.ClCCCl.ClCCCl
F_max in Eh/bohr: 0.134
Kohn-Sham gap in eV: 10.63
LUMO level in eV: 0.2
Energy above the lowest of the compared OMol25 structures with the same formula, charge and spin in kcal/mol: 0.0
M in g mol⁻¹: 1008.40

---

Formula: C36H66FNO10S
Source: OMol25
Level of theory: ωB97M-V/def2-TZVPD

Atoms and positions in Å:
C 7.056 -2.379 -1.719
C 5.548 -2.163 -1.248
C 4.837 -3.382 -0.850
C 3.459 -3.238 -0.388
C 2.867 -1.916 -0.310
C 3.540 -0.683 -0.689
C 4.932 -0.807 -1.182
N 3.003 0.657 -0.597
C 1.573 0.753 -0.798
C 1.064 2.015 -1.382
C -0.382 2.185 -1.568
C -1.369 1.153 -1.239
C -2.913 1.304 -1.422
C -3.301 0.560 -2.801
C -4.145 -0.736 -2.563
F -2.096 0.157 -3.453
C -0.857 -0.089 -0.666
C 0.575 -0.247 -0.450
S 1.170 -1.781 0.321
H 7.036 -2.490 -2.831
H 7.428 -3.303 -1.205
H 7.675 -1.503 -1.374
H 5.313 -4.393 -0.879
H 2.862 -4.135 -0.089
H 5.546 0.066 -1.497
H 3.490 1.233 -1.291
H 1.720 2.869 -1.661
H -0.790 3.146 -1.978
H -3.382 0.706 -0.590
H -3.261 2.367 -1.427
H -3.815 1.318 -3.442
H -5.202 -0.427 -2.360
H -4.144 -1.416 -3.458
H -3.745 -1.337 -1.706
H -1.543 -0.911 -0.368
C 6.916 -3.722 5.277
O 7.844 -3.251 4.311
C 7.971 -4.129 3.200
C 7.135 -3.663 2.016
O 5.745 -3.705 2.305
C 5.222 -2.434 2.665
H 6.642 -2.885 5.920
H 6.005 -4.119 4.822
H 7.385 -4.499 5.889
H 7.707 -5.153 3.483
H 9.026 -4.123 2.908
H 7.308 -4.344 1.176
H 7.433 -2.657 1.700
H 5.062 -1.830 1.764
H 5.882 -1.898 3.351
H 4.261 -2.589 3.157
C 6.146 -0.659 -8.906
O 6.121 -2.028 -8.532
C 7.203 -2.383 -7.679
C 6.783 -2.405 -6.216
O 6.417 -1.129 -5.738
C 5.016 -0.941 -5.716
H 5.158 -0.393 -9.284
H 6.382 -0.001 -8.067
H 6.880 -0.510 -9.704
H 8.052 -1.709 -7.830
H 7.519 -3.391 -7.968
H 7.636 -2.732 -5.613
H 5.967 -3.118 -6.059
H 4.601 -1.453 -4.841
H 4.524 -1.306 -6.621
H 4.819 0.128 -5.626
C -1.421 -1.223 4.635
O -0.921 -0.353 5.640
C -0.202 -1.044 6.655
C 1.301 -0.972 6.428
O 1.684 -1.650 5.239
C 1.876 -0.769 4.141
H -1.676 -0.621 3.762
H -0.689 -1.975 4.332
H -2.327 -1.720 4.998
H -0.536 -2.084 6.726
H -0.438 -0.551 7.604
H 1.805 -1.474 7.260
H 1.642 0.068 6.407
H 2.851 -0.277 4.227
H 1.090 -0.012 4.078
H 1.861 -1.359 3.224
C -9.397 1.694 0.562
O -9.234 0.324 0.901
C -8.565 -0.414 -0.114
C -7.087 -0.586 0.200
O -6.402 0.664 0.202
C -6.216 1.180 1.512
H -9.622 2.245 1.475
H -8.499 2.124 0.115
H -10.238 1.803 -0.131
H -8.703 0.060 -1.092
H -9.034 -1.403 -0.152
H -6.631 -1.200 -0.584
H -6.947 -1.104 1.154
H -5.376 0.668 1.996
H -7.111 1.072 2.127
H -5.978 2.241 1.428
C -9.028 8.016 1.072
O -7.626 7.821 1.177
C -7.281 6.812 2.118
C -6.996 5.481 1.437
O -8.157 4.953 0.805
C -8.184 5.210 -0.591
H -9.228 8.555 0.146
H -9.580 7.073 1.047
H -9.379 8.621 1.915
H -8.067 6.702 2.873
H -6.372 7.147 2.626
H -6.689 4.757 2.198
H -6.176 5.579 0.717
H -7.525 4.504 -1.111
H -7.881 6.232 -0.827
H -9.205 5.060 -0.944

SMILES: Cc1ccc2c(c1)Nc1ccc(C[C@H](C)F)cc1S2.COCCOC.COCCOC.COCCOC.COCCOC.COCCOC
F_max in Eh/bohr: 0.065
Kohn-Sham gap in eV: 7.91
LUMO level in eV: 0.6
Energy above the lowest of the compared OMol25 structures with the same formula, charge and spin in kcal/mol: 62.9
M in g mol⁻¹: 723.99

---

Formula: C36H67F3N2O8S
Source: OMol25
Level of theory: ωB97M-V/def2-TZVPD

Atoms and positions in Å:
C 8.156 -2.767 -1.852
C 8.311 -1.338 -2.282
O 8.948 -0.947 -3.204
O 7.634 -0.519 -1.466
C 7.726 0.887 -1.757
C 6.953 1.623 -0.686
C 5.441 1.441 -0.804
C 4.690 1.917 0.449
C 3.397 2.679 0.154
C 2.381 1.905 -0.684
C 1.620 0.863 0.130
C 0.674 0.049 -0.750
C -0.399 -0.801 -0.044
C -1.770 -0.103 0.016
C -1.770 1.416 0.183
O -1.962 2.087 -1.059
C -3.302 2.290 -1.387
C -3.371 2.675 -2.849
F -3.027 1.649 -3.658
F -4.638 3.041 -3.166
F -2.561 3.709 -3.141
C -0.606 -2.154 -0.751
C 0.584 -3.113 -0.881
C 0.761 -3.999 0.355
O 0.274 -3.351 1.551
S 1.079 -1.975 1.866
O 1.096 -1.823 3.296
O -0.076 -0.955 1.382
H 7.102 -3.044 -1.859
H 8.708 -3.403 -2.537
H 8.522 -2.893 -0.834
H 8.776 1.175 -1.789
H 7.307 1.066 -2.751
H 7.209 2.684 -0.754
H 7.289 1.269 0.293
H 5.081 1.986 -1.683
H 5.240 0.383 -0.989
H 4.476 1.065 1.099
H 5.347 2.579 1.020
H 2.924 2.952 1.103
H 3.651 3.620 -0.344
H 1.660 2.600 -1.125
H 2.881 1.408 -1.523
H 2.333 0.190 0.615
H 1.079 1.363 0.937
H 0.159 0.725 -1.441
H 1.288 -0.598 -1.381
H -2.310 -0.336 -0.906
H -2.316 -0.561 0.842
H -0.821 1.787 0.565
H -2.543 1.717 0.896
H -3.762 3.097 -0.803
H -3.906 1.381 -1.269
H -1.424 -2.670 -0.239
H -0.971 -1.902 -1.749
H 1.516 -2.580 -1.082
H 0.406 -3.747 -1.750
H 1.804 -4.279 0.514
H 0.187 -4.920 0.282
C 2.145 -6.835 5.263
C 1.744 -7.039 3.784
C 1.029 -8.380 3.546
C 1.942 -9.601 3.524
C 3.087 -9.397 2.537
C 3.901 -8.135 2.836
N 2.940 -6.975 2.874
O 2.702 -6.475 1.727
C 4.684 -8.308 4.141
C 4.909 -7.868 1.725
C 0.807 -5.904 3.395
H 3.217 -6.826 5.415
H 1.777 -5.872 5.614
H 1.719 -7.609 5.903
H 0.509 -8.320 2.585
H 0.261 -8.486 4.316
H 2.325 -9.819 4.525
H 1.359 -10.474 3.225
H 3.767 -10.253 2.543
H 2.679 -9.316 1.525
H 5.194 -7.383 4.412
H 5.440 -9.077 3.979
H 4.074 -8.627 4.981
H 4.433 -7.831 0.750
H 5.648 -8.671 1.727
H 5.423 -6.921 1.891
H 1.319 -4.944 3.432
H -0.025 -5.872 4.102
H 0.404 -6.037 2.395
C -7.445 9.442 -3.149
C -7.093 8.905 -1.743
C -5.587 8.643 -1.572
C -5.073 7.376 -2.247
C -5.903 6.169 -1.822
C -7.395 6.353 -2.107
N -7.831 7.631 -1.441
O -8.137 7.485 -0.215
C -7.645 6.344 -3.619
C -8.202 5.213 -1.500
C -7.524 9.954 -0.722
H -8.041 8.750 -3.729
H -8.033 10.355 -3.059
H -6.548 9.680 -3.722
H -5.375 8.575 -0.501
H -5.053 9.522 -1.944
H -5.073 7.485 -3.335
H -4.032 7.219 -1.959
H -5.565 5.264 -2.332
H -5.772 6.004 -0.747
H -8.691 6.563 -3.839
H -7.424 5.342 -3.989
H -7.020 7.037 -4.173
H -7.998 5.096 -0.440
H -7.937 4.288 -2.017
H -9.271 5.387 -1.624
H -8.607 10.078 -0.730
H -7.061 10.903 -1.001
H -7.217 9.693 0.287

F_max in Eh/bohr: 0.028
Spin multiplicity: 3
Kohn-Sham gap (alpha / beta) in eV: 8.35 / 9.66
LUMO level (alpha / beta) in eV: 0.4 / 0.4
M in g mol⁻¹: 745.00

---

Formula: C36H67NO14S6
Source: OMol25
Level of theory: ωB97M-V/def2-TZVPD

Atoms and positions in Å:
O 0.978 1.366 -3.872
N 1.505 0.610 -3.041
O 1.314 -0.581 -2.998
C 2.473 1.198 -2.061
C 2.793 2.550 -2.145
C 3.791 3.042 -1.291
C 4.290 2.256 -0.252
C 3.865 0.947 -0.131
C 2.988 0.406 -1.045
H 2.397 3.180 -2.930
H 4.115 4.069 -1.423
H 5.012 2.665 0.445
H 4.137 0.312 0.706
H 2.721 -0.638 -1.008
O -0.757 9.163 -0.823
S -0.278 8.161 -1.717
O 0.059 8.507 -3.059
C 1.083 7.286 -0.965
C 0.631 5.825 -0.867
C -0.868 5.871 -0.586
C -1.392 6.766 -1.702
H 1.265 7.711 0.023
H 1.994 7.404 -1.547
H 0.772 5.312 -1.831
H 1.170 5.204 -0.154
H -1.130 6.286 0.383
H -1.308 4.888 -0.731
H -2.425 7.079 -1.612
H -1.266 6.237 -2.649
O 3.004 -1.468 3.734
S 4.088 -2.240 3.197
O 4.480 -2.049 1.832
C 5.592 -2.145 4.191
C 5.641 -3.461 4.910
C 5.063 -4.531 3.947
C 3.753 -3.973 3.512
H 5.517 -1.254 4.812
H 6.387 -1.998 3.463
H 6.634 -3.730 5.272
H 5.036 -3.395 5.824
H 4.983 -5.489 4.453
H 5.752 -4.635 3.104
H 3.077 -3.939 4.371
H 3.234 -4.399 2.660
O -0.878 3.232 2.322
S 0.396 3.749 2.718
O 0.732 5.123 2.466
C 0.819 3.414 4.424
C 1.818 2.268 4.355
C 2.647 2.499 3.096
C 1.628 2.650 1.991
H -0.085 3.274 5.008
H 1.317 4.305 4.806
H 2.409 2.198 5.264
H 1.314 1.311 4.191
H 3.352 1.690 2.932
H 3.216 3.437 3.142
H 1.059 1.756 1.737
H 1.969 3.115 1.070
O -1.144 3.397 -7.812
S -1.798 2.129 -7.932
O -2.848 1.924 -8.884
C -0.599 0.796 -8.145
C -0.513 0.063 -6.794
C -1.914 0.195 -6.139
C -2.338 1.627 -6.291
H 0.349 1.226 -8.480
H -0.933 0.164 -8.965
H -0.378 -1.004 -7.023
H 0.330 0.318 -6.164
H -1.896 -0.121 -5.095
H -2.614 -0.462 -6.661
H -1.834 2.294 -5.596
H -3.414 1.763 -6.208
O -5.596 -4.433 4.691
S -5.202 -3.077 4.457
O -4.799 -2.249 5.554
C -3.959 -3.044 3.178
C -4.423 -1.925 2.237
C -5.937 -2.144 2.091
C -6.472 -2.214 3.512
H -4.098 -3.937 2.554
H -2.955 -3.066 3.577
H -4.253 -0.917 2.656
H -3.903 -1.907 1.280
H -6.124 -3.110 1.607
H -6.423 -1.350 1.533
H -7.403 -2.750 3.649
H -6.551 -1.224 3.961
O -2.498 -4.851 -0.727
S -1.953 -5.694 0.293
O -2.573 -5.733 1.601
C -1.773 -7.345 -0.363
C -0.368 -7.358 -0.911
C 0.498 -6.610 0.116
C -0.190 -5.332 0.443
H -2.572 -7.477 -1.084
H -1.866 -8.027 0.481
H -0.005 -8.355 -1.135
H -0.376 -6.792 -1.852
H 1.487 -6.377 -0.282
H 0.649 -7.236 0.999
H -0.044 -4.580 -0.328
H 0.008 -4.968 1.440
C -2.053 2.091 -2.659
C -2.343 1.382 -1.347
C -1.202 0.432 -1.078
C -1.304 -0.358 0.218
C -0.160 -1.329 0.370
C 0.014 -1.930 1.760
H -2.728 2.944 -2.848
H -2.081 1.421 -3.510
H -1.087 2.614 -2.615
H -2.358 2.128 -0.544
H -3.311 0.879 -1.300
H -0.304 1.048 -0.889
H -1.026 -0.204 -1.950
H -1.325 0.375 1.024
H -2.259 -0.894 0.307
H -0.214 -2.102 -0.416
H 0.781 -0.826 0.085
H 0.696 -2.791 1.750
H 0.482 -1.196 2.422
H -0.883 -2.309 2.261

SMILES: O=[N+]([O-])c1ccccc1.O=S1(=O)CCCC1.O=S1(=O)CCCC1.O=S1(=O)CCCC1.O=S1(=O)CCCC1.O=S1(=O)CCCC1.O=S1(=O)CCCC1.CCCCCC
F_max in Eh/bohr: 0.034
Kohn-Sham gap in eV: 9.19
LUMO level in eV: -0.9
Energy above the lowest of the compared OMol25 structures with the same formula, charge and spin in kcal/mol: 0.0
M in g mol⁻¹: 930.33